C10H11N2 | wB97M-V/def2-TZVPD

XYZ file:
```
23
Properties=species:S:1:pos:R:3:nbo_charge:R:1
N -1.6999 1.3381 -0.6769 -0.51
N 0.0323 2.1604 0.4852 -0.50
C 2.9280 -0.1435 0.2181 -0.18
C -1.2111 -0.0213 -0.7834 -0.07
C -2.1106 -1.0590 0.5901 -0.16
C -1.1183 2.3299 -0.0608 0.38
C 1.0670 -1.0812 -0.8797 -0.17
C 2.1364 0.9039 0.5744 -0.21
C -1.8750 -2.3591 0.7101 -0.40
C 0.7827 0.9533 0.2058 0.12
C 2.3168 -1.2303 -0.3533 -0.17
C 0.1668 -0.1280 -0.4915 -0.08
H -2.7275 -0.4967 1.1662 0.19
H 2.7459 -2.1999 -0.4245 0.24
H 0.7604 -1.8397 -1.5831 0.22
H -1.0548 -3.0201 0.2195 0.23
H -2.5344 1.5605 -1.2527 0.45
H -1.5676 -0.4114 -1.7459 0.25
H -1.5211 3.2920 -0.0373 0.24
H -2.5198 -2.9155 1.4424 0.24
H 2.3984 1.7361 1.1970 0.21
H 0.6724 2.8319 0.8491 0.44
H 3.9330 -0.2005 0.6314 0.24
```

The value obtained for the maximum force is 0.1144 hartree/bohr. For the LUMO energy, the calculation gives -3.523 eV. The orbital gap comes out at 8.739 eV. Its energy relative to the best compared isomer or geometry (same formula, charge and spin) is 2.3457 eV. As for the net charge: +1. The total energy comes out at -496.84244 hartree. The calculation puts the highest occupied orbital energy at -12.3 eV.